No. 1
Molecular formula: C36H25F6N6O6S2Sc
Method: DFT, wB97M-V/def2-TZVPD

XYZ file:
```
82
Properties=species:S:1:pos:R:3:forces:R:3:lowdin_charge:R:1
F -2.723 -2.378 -2.721 -0.0099 -0.0149 0.0011 0.15
C 1.214 0.513 3.416 0.0296 0.0393 -0.0190 0.00
H 0.710 -1.627 6.796 -0.0026 -0.0014 0.0000 0.11
H 0.220 6.365 1.426 -0.0003 -0.0031 0.0014 0.13
F -0.193 -5.721 -1.664 -0.0144 0.0055 0.0074 0.16
C -1.948 -2.220 4.056 -0.0342 -0.0231 0.0147 -0.02
C 1.899 1.065 -1.981 -0.0650 -0.1149 0.0230 -0.16
C 0.056 -1.096 4.818 -0.0265 -0.0060 -0.0316 -0.17
C -5.235 -0.464 -1.807 0.0305 -0.0065 0.0353 -0.07
H 5.714 -1.347 1.720 0.0026 0.0054 -0.0075 0.11
F -2.226 -3.316 -4.606 0.0054 0.0026 -0.0029 0.16
C -4.191 0.387 -2.145 -0.0256 0.0063 -0.0455 -0.02
H -1.077 2.595 -2.755 -0.0058 -0.0026 0.0009 0.07
C -0.906 -1.305 3.809 0.0045 0.0109 -0.0258 -0.10
C 4.665 -0.254 0.208 0.0293 -0.0003 0.0042 0.01
H 2.048 3.070 -0.614 -0.0001 -0.0017 -0.0181 0.11
C 4.081 2.349 -3.259 -0.0140 -0.0137 0.0229 -0.08
C 1.733 1.856 -3.120 -0.0228 0.0222 -0.0206 -0.12
C 0.147 5.418 0.910 0.0266 0.0296 0.0082 0.00
H 2.012 1.223 3.233 -0.0008 -0.0077 0.0026 0.12
H 0.743 1.980 -3.548 0.0019 0.0020 0.0004 0.08
H -4.270 1.009 -3.024 -0.0002 0.0049 0.0007 0.11
H -1.131 -3.225 7.188 0.0041 0.0048 0.0002 0.10
C 4.759 -1.162 1.244 0.0094 -0.0018 0.0083 -0.04
H 1.828 0.014 5.377 -0.0010 0.0015 -0.0052 0.12
F -2.715 -1.205 -4.544 -0.0050 -0.0076 0.0145 0.14
C -0.778 -0.605 2.551 0.1826 0.0757 0.0558 -0.14
H 5.543 0.277 -0.128 -0.0046 -0.0022 -0.0017 0.11
H -2.028 3.053 -0.101 0.0176 -0.0080 -0.0091 0.12
N 3.631 5.840 0.753 -0.0089 -0.0031 0.0120 0.16
H -1.988 5.229 1.072 0.0024 0.0019 -0.0004 0.11
C -2.025 -2.890 5.251 0.0178 0.0205 -0.0279 -0.08
Sc 0.296 0.140 -0.678 -0.1638 0.3074 0.1388 1.10
C -0.518 -4.651 -0.951 -0.0209 0.0389 0.0281 -0.68
C -4.003 -1.258 0.090 0.0186 -0.0407 0.0310 -0.01
H 5.311 1.401 -1.805 -0.0037 0.0032 -0.0073 0.10
H -2.851 2.693 -2.751 -0.0078 -0.0038 0.0011 0.10
C -1.068 4.792 0.712 -0.0260 -0.0102 0.0085 -0.03
O -0.404 -0.602 -2.774 -0.0376 -0.1202 0.1098 -0.35
O 0.033 -2.143 -0.598 -0.0704 0.2374 0.0162 -0.37
H -5.955 -1.958 -0.447 0.0080 -0.0044 0.0073 0.11
N 2.335 -0.674 0.021 0.1167 -0.0899 0.1252 0.04
H -2.689 -2.389 3.287 0.0026 -0.0032 0.0040 0.10
C -1.994 2.016 -2.770 -0.0140 0.0211 0.0052 -0.06
C -1.063 -2.686 6.253 -0.0056 -0.0071 0.0064 -0.09
C -2.117 -2.204 -3.890 0.0101 -0.0019 -0.0315 -0.67
C 1.290 4.790 0.427 -0.0206 -0.0015 0.0255 -0.19
H 1.520 -2.048 1.323 -0.0162 0.0000 -0.0063 0.11
C 2.790 2.494 -3.753 -0.0127 0.0001 -0.0075 -0.08
N -0.003 2.970 -0.427 0.1299 0.0756 0.0262 0.07
H -3.904 -1.895 0.958 -0.0009 0.0022 -0.0022 0.11
F -0.307 -4.900 0.341 -0.0272 -0.0087 -0.0476 0.15
C 0.300 0.280 2.337 -0.0831 -0.0591 0.0723 -0.33
C -0.041 -1.800 6.034 0.0083 0.0013 0.0159 -0.04
F -1.805 -4.376 -1.133 0.0319 -0.0103 0.0044 0.15
S -0.345 -1.771 -3.644 0.0147 0.0864 -0.0559 0.64
C -2.954 -0.411 -0.232 -0.0801 0.0131 -0.0386 -0.17
C -1.091 3.576 0.047 -0.0407 -0.0867 0.0210 -0.10
H -6.120 -0.486 -2.430 0.0013 0.0005 0.0003 0.11
C 3.434 -0.026 -0.403 -0.0416 -0.0176 0.0087 -0.19
H -2.835 -3.588 5.421 -0.0002 -0.0002 -0.0008 0.10
C 4.298 1.536 -2.161 0.0353 0.0196 -0.0224 -0.04
C 3.622 -1.833 1.665 -0.0119 -0.0004 -0.0076 -0.04
C 1.106 -0.156 4.585 -0.0168 -0.0188 0.0324 -0.01
H 3.647 -2.557 2.466 -0.0036 0.0006 0.0004 0.11
H -2.029 1.389 -3.662 0.0031 -0.0106 0.0004 0.10
O 0.169 -1.595 -4.957 0.0159 0.0442 0.0373 -0.22
C 1.167 3.572 -0.234 -0.0176 -0.0151 -0.0496 -0.06
O 0.483 0.914 1.227 -0.0151 -0.2641 -0.3301 -0.14
H 4.912 2.849 -3.739 0.0050 -0.0045 0.0040 0.10
C 2.591 5.373 0.608 -0.0018 0.0046 -0.0227 -0.17
H 2.613 3.099 -4.634 0.0034 -0.0005 0.0005 0.10
O 1.876 -3.678 -1.174 -0.0226 0.0100 -0.0275 -0.23
S 0.549 -3.229 -1.433 0.1304 0.0024 0.0767 0.64
N -1.835 -0.720 1.688 -0.1504 -0.0446 -0.0781 0.12
C -5.143 -1.288 -0.696 -0.0151 0.0242 -0.0322 -0.08
C 3.223 0.896 -1.541 -0.0161 0.0295 -0.0300 -0.21
O -1.967 1.216 -1.591 0.0463 -0.0825 0.0203 -0.19
C -3.050 0.407 -1.359 0.0411 0.0505 -0.0024 -0.23
N 0.264 -3.036 -2.954 -0.0247 -0.1043 -0.0002 -0.26
N -1.741 -0.321 0.499 0.1640 0.0104 -0.0096 0.01
C 2.434 -1.551 1.025 0.0596 0.0131 -0.0158 -0.13
```
Forces are in eV/Å.

Output
* net charge: 0
* energy relative to the best compared isomer or geometry (same formula, charge and spin): 4.0 kcal per mole
* 2S+1: 1

No. 2
Molecular formula: C3H4I2N2
Method: DFT, wB97M-V/def2-TZVPD

XYZ file:
```
11
Properties=species:S:1:pos:R:3:forces:R:3:lowdin_charge:R:1
H 0.456 0.632 -3.116 -0.0844 -0.4888 -0.2636 0.05
I -0.686 0.971 3.114 0.0565 0.0326 -0.5102 0.68
C 0.516 0.512 0.178 -3.0397 0.3873 0.9785 -0.27
I 0.815 -2.107 -1.436 0.0626 0.7114 -0.3168 0.73
H 0.327 1.622 0.243 0.7432 -1.1859 -0.2575 0.11
H -1.957 -1.490 1.752 2.4129 1.1210 -1.7262 0.12
N -1.182 -1.152 1.032 -3.3916 -2.3245 0.9492 0.02
H 1.481 0.172 0.430 1.2556 0.1204 1.3648 0.07
N 0.343 0.897 -2.152 0.1794 0.1034 0.0623 0.10
C 0.477 0.051 -1.252 -0.7585 -0.1151 0.0483 -0.81
C -0.590 -0.108 1.206 2.5641 1.6382 -0.3288 -0.81
```
Forces are in eV/Å.

Output
* SMILES: [H]/N=C(\I)C/C(I)=N/[H]
* net charge: 0
* E_tot: -22355.860 eV
* 2S+1: 1

No. 3
Molecular formula: C19H44N3O14S
Method: DFT, wB97M-V/def2-TZVPD

XYZ file:
```
81
Properties=species:S:1:pos:R:3:forces:R:3:lowdin_charge:R:1
C -3.798 -1.381 0.540 -0.0961 2.2578 0.0111 -0.15
H -0.739 -0.453 -4.191 -1.0801 -1.0224 0.6838 0.07
H -0.311 4.804 4.740 0.1258 -1.4072 -1.3322 0.16
O 0.448 -2.747 -2.844 3.2971 0.3712 0.9766 -0.27
H 4.553 -1.723 -2.889 11.4261 -1.7738 8.7128 -0.01
H -2.551 -0.821 -3.691 2.4072 -0.4490 0.5090 0.12
C 3.833 -1.568 -3.353 -8.2089 0.2004 -9.2564 0.02
C 0.357 5.470 2.437 1.2478 1.0001 -1.6885 -0.03
H 4.786 0.730 -1.829 -0.0680 -1.0413 -1.3942 0.17
H -0.931 4.095 0.719 2.3942 -0.4451 -4.8083 0.05
C -5.107 -2.980 1.396 -2.7935 -0.2581 -2.4958 -0.62
H 2.351 0.883 0.594 2.1357 0.0346 -3.3316 0.16
H -0.339 6.294 2.523 -0.2556 0.1013 0.2215 0.10
O -6.094 -3.651 1.487 0.1904 0.2032 1.0659 0.15
C -1.483 4.121 1.526 1.9339 7.3702 2.2996 0.09
O -0.578 0.029 5.507 0.4216 3.4597 0.5784 0.06
H 1.775 0.070 -1.380 1.4187 -1.0759 -0.6579 0.13
H -1.724 5.075 3.815 0.5477 -1.1682 0.2989 0.15
H 4.675 -0.133 -5.563 0.3640 1.1478 2.3115 0.15
H 2.524 -0.305 -5.401 -0.0441 -1.1596 0.6668 0.14
C 2.453 0.021 -4.351 -3.2443 -3.4850 0.0905 -0.03
H -1.009 -4.525 -6.651 -1.9063 -1.1187 2.0859 0.13
N -0.352 4.210 2.552 -1.2916 -0.1481 4.4243 -0.36
C -2.932 -2.426 1.087 2.0204 0.0726 3.3092 -0.12
O -3.899 -3.368 1.559 3.5086 -1.9825 1.0074 0.12
H 1.280 0.290 4.504 -1.7412 -1.4819 -0.5519 0.16
H 0.090 -4.693 -4.309 1.2680 -0.1757 0.1261 0.09
H 1.113 5.553 3.318 -0.8369 -0.1420 -2.3094 0.16
C -1.421 -0.841 -3.362 -0.7031 1.2220 -1.3173 -0.13
H -1.113 2.189 4.536 4.0785 -4.1690 0.6630 0.06
C -1.490 -5.211 -5.772 1.3564 4.1994 0.6607 -0.03
H -1.422 -5.259 -3.551 0.2228 0.3043 -0.0748 0.12
N -0.186 -0.199 0.631 1.1098 1.6334 -0.0586 -0.59
O -0.272 -1.054 -0.220 -0.3689 -1.3572 -0.8371 -0.01
H 1.533 -0.356 -3.753 1.8038 0.2367 -1.2133 0.14
H 0.818 -2.795 4.503 -2.1013 2.6843 0.3022 0.20
C 0.069 -1.811 4.384 1.6431 -3.0308 -1.3041 -0.14
C -0.928 4.259 3.945 -2.3573 2.3358 1.6159 -0.10
H 1.170 -0.818 5.770 0.8408 -0.1909 1.1076 0.11
H -2.231 2.706 3.749 -4.7468 -1.1288 -3.6108 0.08
H 2.312 0.967 -4.551 -0.8014 5.4290 -0.2649 0.05
O -1.887 -3.040 -1.926 1.5443 0.8541 -0.0895 -0.27
H -1.319 -0.029 -2.605 0.0125 -1.3327 0.2596 0.06
H -1.940 3.299 1.625 -3.8617 -6.0563 0.9635 0.03
H 1.061 3.393 1.561 0.8448 -0.9444 -0.2023 0.11
C 0.682 3.143 2.553 1.9855 5.7355 -3.4034 0.04
H 4.623 1.440 -4.747 0.1031 1.0621 0.5920 0.09
H 0.401 2.231 2.521 -2.8295 -6.2297 -0.0243 0.01
H -2.144 -2.747 0.434 -0.6229 -1.2143 -1.1122 0.09
C 4.785 0.423 -4.500 1.7220 -4.7718 -2.6267 0.02
H -0.977 -6.071 -5.963 1.0163 -2.8607 -0.1980 0.01
S -0.927 -2.533 -2.881 -5.7970 -0.9407 -1.8780 0.62
O -2.648 -0.736 6.151 2.0990 0.9823 -0.2015 0.16
O -1.208 -1.963 4.998 0.8462 -0.5377 0.2065 0.06
H 0.638 5.459 1.300 0.6891 0.5106 2.3495 0.15
C 2.900 0.063 -1.195 -0.9794 -0.1618 -0.8262 -0.27
H 3.325 -0.919 -0.851 -0.7931 0.6424 -0.2765 0.14
N 3.668 -0.158 -3.658 2.8861 1.5503 1.9546 -0.35
O -1.074 0.653 0.779 -0.4149 0.2491 0.5302 -0.03
C 0.591 -0.529 4.930 1.4763 0.8217 1.5796 -0.12
C 3.805 0.633 -2.358 -0.7493 -3.5842 2.7775 -0.07
O 3.033 1.062 -0.264 -1.4614 0.7820 4.5950 -0.14
H 5.838 0.042 -4.105 -2.3675 1.4355 -0.5560 0.17
O -5.122 -1.785 0.777 -0.4430 0.6830 -0.0342 0.09
H -3.526 -1.373 -0.477 -0.5455 0.3855 -1.7669 0.10
H -3.701 -0.360 0.920 0.3751 -0.2712 0.1639 0.13
H -2.216 -2.149 1.927 -1.5126 0.1280 -0.1314 0.14
C -0.963 -4.641 -4.340 -1.8701 -2.2169 -2.4477 -0.29
O -1.390 -3.321 -4.290 -0.0966 2.8692 1.2410 -0.28
H -2.118 5.101 1.397 1.1755 -1.9713 1.1334 0.18
H 4.225 -2.054 -4.275 -1.1030 0.2061 -0.1307 0.15
H -0.072 -1.770 3.335 -0.3319 0.0712 -1.2175 0.08
H -2.572 -5.363 -5.719 0.3497 0.3492 -0.5450 0.08
C -1.652 2.996 4.476 1.5415 5.0782 2.5797 -0.21
H -2.639 3.965 5.793 -1.3044 1.5072 0.2873 0.07
O -2.148 3.175 5.777 0.7499 -0.9605 -0.6740 0.04
H 1.517 3.251 3.203 0.0930 0.8035 1.1185 0.12
O 0.901 -0.092 1.290 0.0037 0.1690 0.4962 -0.10
H 3.004 -2.134 -2.993 -0.9996 0.3672 0.2123 0.12
C -1.544 -0.816 5.661 -3.1128 -2.7933 -0.6303 -0.57
H 3.559 1.602 -2.419 -1.4344 3.5518 -1.2895 0.09
```
Forces are in eV/Å.

Output
* net charge: +1
* energy relative to the best compared isomer or geometry (same formula, charge and spin): 0.0 kcal per mole
* 2S+1: 1